Version a
This record from the Open Molecules 2025 dataset describes a 2-piece molecular cluster, C6H12ClNO2 overall. The level of theory is the ωB97M-V functional and the def2-TZVPD basis.

Output
E_LUMO (spin up / spin down): -0.015 / 0.007 hartree
charge: 0
orbital gap (spin up / spin down): 7.17 / 8.10 eV

Cartesian coordinates (Å):
1 C -0.77501 1.85018 0.60080
2 C 1.20147 -0.92045 -2.20642
3 C -1.16192 -1.16979 0.75440
4 C 0.13279 -0.35452 -1.28372
5 C 0.31429 1.63173 1.42360
6 C 0.05863 -0.67926 0.12327
7 N 0.30958 1.40188 2.80173
8 O -2.02707 1.52889 1.14960
9 O -0.77095 2.11575 -0.59312
10 Cl 1.70111 -1.09774 0.75862
11 H 1.26956 -1.93476 -2.01431
12 H 0.83530 -0.88451 -3.32596
13 H 2.14234 -0.48118 -2.10916
14 H -1.44890 -0.43016 1.53074
15 H -1.10818 -2.22458 1.12388
16 H -1.93787 -1.28289 -0.04550
17 H -0.91739 -0.38774 -1.79714
18 H 0.33020 0.78427 -1.42702
19 H 1.37286 1.73448 0.93601
20 H -0.59883 1.23135 3.21897
21 H -2.69865 1.74486 0.44503
22 H 0.90685 0.64372 3.12526

Now the natural (NBO) charges, all in e:
1. C 0.62
2. C -0.58
3. C -0.73
4. C -0.57
5. C -0.05
6. C 0.16
7. N -0.78
8. O -0.74
9. O -0.64
10. Cl -0.07
11. H 0.20
12. H 0.21
13. H 0.21
14. H 0.26
15. H 0.23
16. H 0.23
17. H 0.23
18. H 0.30
19. H 0.23
20. H 0.39
21. H 0.50
22. H 0.39

---

Version b
This record from the Open Molecules 2025 dataset describes one molecule with the formula C6H12ClNO2. The level of theory is the ωB97M-V functional and the def2-TZVPD basis.

Output
E_LUMO: 0.012 hartree
charge: 0
orbital gap: 11.15 eV
SMILES: CC[C@](Cl)(C(C)C)[N+](=O)[O-]

Cartesian coordinates (Å):
1 C 0.71087 1.69143 2.12093
2 C -0.06589 1.37390 0.84155
3 C 0.27689 -0.05459 0.37089
4 Cl 1.96716 -0.31896 0.02958
5 C -0.58111 -0.51168 -0.94342
6 C -0.12809 0.32031 -2.22497
7 C -0.34604 -1.98228 -1.29645
8 N -0.23634 -0.91189 1.39668
9 O -1.38422 -0.76012 1.72423
10 O 0.53195 -1.70386 1.88964
11 H 1.72784 1.53018 2.04768
12 H 0.49254 1.15972 2.99318
13 H 0.71934 2.64353 2.46750
14 H -1.16814 1.49201 1.00649
15 H 0.17790 2.09910 0.00064
16 H -1.69491 -0.25729 -0.70594
17 H 0.92496 0.18755 -2.24715
18 H -0.60793 -0.17973 -3.12191
19 H -0.49791 1.31255 -1.99708
20 H -1.27007 -2.54757 -1.44645
21 H 0.28537 -2.50747 -0.62662
22 H 0.16583 -2.07483 -2.27900

Now the natural (NBO) charges, all in e:
1. C -0.63
2. C -0.43
3. C 0.06
4. Cl 0.03
5. C -0.20
6. C -0.61
7. C -0.65
8. N 0.49
9. O -0.38
10. O -0.36
11. H 0.22
12. H 0.22
13. H 0.22
14. H 0.25
15. H 0.23
16. H 0.23
17. H 0.22
18. H 0.22
19. H 0.21
20. H 0.23
21. H 0.23
22. H 0.21

---

Verdict on stability: version b comes out at the bottom.

---

Version a
This record from the Open Molecules 2025 dataset describes a 3-piece molecular cluster, C4H16NO2 overall. The level of theory is the ωB97M-V functional and the def2-TZVPD basis.

Output
E_LUMO: -0.105 hartree
charge: +1
orbital gap: 12.25 eV

Cartesian coordinates (Å):
1 C 0.21066 1.37013 -1.93670
2 C -0.77673 0.28639 -1.32468
3 C -2.04228 0.91938 -0.68226
4 C -3.04834 -0.15149 -0.38410
5 N -0.15214 -0.61203 -0.18460
6 H -0.30971 1.82292 -2.73350
7 H 0.41748 2.08163 -1.15029
8 H 1.11522 1.06423 -2.31985
9 H -0.94807 -0.43764 -2.10072
10 H -2.45276 1.55740 -1.34847
11 H -1.85417 1.52846 0.18701
12 H -4.01792 0.21385 0.00080
13 H -2.62127 -0.79313 0.47080
14 H -3.30731 -0.76957 -1.19847
15 H -0.71977 -1.45436 -0.18162
16 H -0.46849 -0.28045 0.71403
17 H 0.82666 -0.72503 -0.35018
18 H 2.56317 -1.39743 3.85830
19 H 1.82632 -0.11535 4.02188
20 O 2.17827 -0.68928 3.41450
21 H 2.88164 -0.41368 1.05758
22 H 3.42252 -0.96437 -0.36325
23 O 2.65317 -0.70818 0.17233

Now the natural (NBO) charges, all in e:
1. C -0.62
2. C 0.00
3. C -0.43
4. C -0.60
5. N -0.70
6. H 0.24
7. H 0.22
8. H 0.23
9. H 0.21
10. H 0.23
11. H 0.22
12. H 0.25
13. H 0.17
14. H 0.22
15. H 0.43
16. H 0.43
17. H 0.48
18. H 0.48
19. H 0.48
20. O -0.96
21. H 0.52
22. H 0.51
23. O -1.00

---

Version b
This record from the Open Molecules 2025 dataset describes a 4-piece molecular cluster, C4H16NO2 overall. The level of theory is the ωB97M-V functional and the def2-TZVPD basis.

Output
E_LUMO: -0.386 hartree
charge: +1
orbital gap: 4.31 eV

Cartesian coordinates (Å):
1 C 0.67491 -1.58723 0.33866
2 C -0.04992 -0.35242 0.77111
3 C 0.24609 -0.04545 2.24225
4 C -1.59887 -0.47053 0.71453
5 N 0.36668 -1.96680 -1.07852
6 H 0.42450 -2.42425 1.02461
7 H 1.76736 -1.38767 0.52072
8 H 0.37838 0.46218 0.19986
9 H 1.31510 0.06114 2.42256
10 H -0.17871 -0.81019 2.93704
11 H -0.23681 0.92652 2.49175
12 H -1.97951 -1.30120 1.32362
13 H -2.10950 0.44220 0.97582
14 H -1.82684 -0.71227 -0.34880
15 H 0.91185 3.48901 -1.43540
16 H 0.57910 -1.13099 -1.72429
17 H 1.01101 -2.70709 -1.33807
18 H -1.60007 2.22424 -1.56126
19 H 0.61466 2.94291 -1.03463
20 O -0.91907 1.75396 -1.14065
21 H 1.57159 0.75397 -2.56556
22 H -0.24913 1.32363 -1.77471
23 O 0.88721 0.51633 -1.96062

Now the natural (NBO) charges, all in e:
1. C -0.28
2. C -0.25
3. C -0.60
4. C -0.56
5. N -0.36
6. H 0.28
7. H 0.33
8. H 0.26
9. H 0.23
10. H 0.22
11. H 0.24
12. H 0.23
13. H 0.25
14. H 0.23
15. H -0.01
16. H 0.42
17. H 0.40
18. H 0.49
19. H 0.00
20. O -0.80
21. H 0.49
22. H 0.47
23. O -0.66

---

Verdict on stability: version b comes out at the bottom.